Entry 1:
23
Properties=species:S:1:pos:R:3:forces:R:3:lowdin_charge:R:1 method="wB97M-V/def2-TZVPD" de_lowest_kj_mol=46.7 homo_ha=-0.308 total_charge=0 lumo_ev=-0.2 e_tot_ev=-38899.8986 homo_lumo_gap_ev=8.14
C -0.9664 -0.9853 0.1337 1.25 -3.34 0.32 -0.620
C 1.4407 -2.1058 -0.0006 -1.15 0.07 0.39 -0.943
C 2.6716 0.3442 0.8058 -0.86 3.05 -1.03 -0.161
C -3.3652 -1.7759 0.0369 0.35 -0.60 -3.57 -0.018
C 1.7983 2.5572 -0.1660 0.50 2.40 2.33 -0.037
N -0.3723 0.1571 0.2983 1.43 -0.86 -0.51 0.018
N -1.3140 1.0432 0.1861 -2.69 0.49 0.10 -0.027
N -2.4640 0.4469 0.0609 -1.49 2.29 0.08 0.043
N 3.7183 -0.3303 0.5021 0.70 -1.13 -0.43 -0.070
N 4.2649 0.2287 -0.5839 1.43 0.65 -0.96 -0.019
N -2.2927 -0.8680 0.0610 2.23 2.39 -0.12 -0.155
N 3.6566 1.3386 -0.9155 1.34 -2.46 0.24 0.052
N 2.6784 1.4143 -0.0853 -2.67 0.15 2.70 -0.184
S 2.6060 -3.1683 0.5053 0.82 1.18 -0.49 0.698
S -0.1973 -2.5879 0.1148 0.21 0.02 0.17 0.854
H 1.9140 0.2500 1.5811 0.48 -0.15 -0.35 0.124
H -4.2495 -1.3295 0.2956 -2.08 1.83 0.21 0.070
H -3.4783 -2.2482 -0.9795 0.18 0.30 1.12 0.132
H -3.2663 -2.4521 0.7814 0.84 -2.67 2.05 0.058
H 0.8295 2.3165 -0.5217 -0.75 -0.39 -0.50 0.030
H 1.6179 3.1328 0.8879 0.73 -1.65 -2.36 0.142
H 2.3387 3.2543 -0.8291 -0.60 -0.20 0.28 0.086
H 3.5073 -2.0033 0.4133 -0.19 -1.36 0.34 -0.075

Entry 2:
97
Properties=species:S:1:pos:R:3:forces:R:3:lowdin_charge:R:1 method="wB97M-V/def2-TZVPD" de_lowest_kj_mol=81.1 homo_ha=-0.336 total_charge=0 smiles=COC[C@H](C)N.COC[C@H](C)N.COC[C@H](C)N.COC[C@H](C)N.COC[C@H](C)N.CO.CO lumo_ev=0.5 e_tot_ev=-45614.4884 homo_lumo_gap_ev=9.66
C 4.9280 -3.9066 6.5553 0.74 -0.61 0.60 -0.121
O 4.2424 -4.2572 5.3848 0.36 0.08 -0.30 -0.185
C 3.8051 -3.1418 4.6457 -0.98 0.22 -0.42 -0.234
C 3.0886 -3.6160 3.3773 -1.03 -0.28 1.46 -0.421
C 2.4942 -2.4514 2.5869 1.89 -0.83 -1.30 -0.065
N 1.9616 -4.5302 3.7519 0.81 0.56 0.13 0.038
H 4.2832 -3.6762 7.4104 -0.27 0.54 -0.32 0.088
H 5.6777 -3.1343 6.3658 -0.23 0.28 0.10 0.088
H 5.4962 -4.7685 6.9191 -0.08 -0.16 -0.39 0.086
H 3.0671 -2.5957 5.2509 0.06 0.26 0.04 0.130
H 4.5783 -2.4333 4.3263 0.46 -0.21 0.43 0.126
H 3.8270 -4.1761 2.8008 -0.19 0.06 -0.30 0.141
H 2.3767 -2.8999 1.5966 -0.78 0.36 -0.10 0.065
H 3.3123 -1.7470 2.4031 -0.29 0.43 0.26 0.076
H 1.5918 -1.9601 2.9351 0.01 -0.20 0.31 0.078
H 2.3659 -5.2028 4.4021 -0.12 -0.18 -0.17 0.060
H 1.4106 -3.9284 4.3659 -0.38 -0.29 -0.12 0.065
C -1.4348 -1.9785 1.0541 -0.23 -0.49 0.17 -0.091
O -2.4646 -2.5520 0.2693 0.12 0.28 -0.19 -0.179
C -2.4210 -2.1301 -1.0687 0.67 0.47 -0.94 -0.229
C -3.7559 -2.3111 -1.7352 -1.62 -0.49 -0.85 -0.430
C -4.9176 -1.5058 -1.1800 0.21 0.51 1.84 -0.075
N -4.2040 -3.7245 -1.6776 0.25 0.26 0.46 0.037
H -0.4319 -2.3585 0.8266 -0.06 -0.06 -0.36 0.074
H -1.6682 -2.3166 2.0630 0.11 0.45 0.18 0.091
H -1.4410 -0.8922 0.9317 0.00 0.07 0.29 0.081
H -2.0636 -1.0974 -1.2004 -0.27 0.17 0.49 0.116
H -1.6719 -2.7032 -1.6404 -0.04 -0.28 0.13 0.110
H -3.7749 -2.0079 -2.7911 0.95 -0.21 0.01 0.134
H -4.7246 -0.4320 -1.0965 0.11 -0.10 -0.43 0.057
H -5.0542 -1.7839 -0.1245 -0.12 -0.14 -0.10 0.079
H -5.8694 -1.6820 -1.6728 0.16 -0.10 -0.33 0.080
H -3.3901 -4.3345 -1.7210 -0.07 0.01 -0.19 0.064
H -4.5237 -3.8184 -0.7138 -0.09 -0.37 -0.15 0.064
C 0.7066 -4.9053 -0.4303 -0.87 0.81 0.09 -0.105
O 1.4875 -3.8699 -1.0163 0.60 -0.67 -0.79 -0.191
C 1.3721 -3.9025 -2.4229 -0.38 1.11 -1.07 -0.207
C 2.1781 -2.8163 -3.1720 1.99 0.34 1.59 -0.437
C 1.6420 -1.3952 -3.1065 -1.14 -0.23 -0.31 -0.058
N 2.5532 -3.2387 -4.5316 -0.33 0.20 -0.13 0.025
H 0.6790 -5.9070 -0.8747 1.31 0.00 -0.15 0.089
H -0.3619 -4.6760 -0.5665 -0.03 0.51 0.58 0.075
H 1.0310 -4.8733 0.6055 -0.45 -0.54 0.17 0.080
H 1.7258 -4.8399 -2.8604 -0.32 -0.33 0.27 0.122
H 0.3150 -3.7094 -2.6492 -0.14 -0.51 -0.34 0.116
H 3.1225 -2.7292 -2.6114 -0.03 -0.24 0.33 0.131
H 1.5104 -1.0514 -2.0804 0.10 -0.25 0.10 0.060
H 0.6497 -1.3626 -3.5707 0.03 0.17 -0.11 0.079
H 2.2749 -0.6564 -3.5994 0.14 -0.20 -0.11 0.075
H 3.0585 -2.4621 -4.9492 -0.28 0.07 -0.13 0.065
H 3.2712 -3.9551 -4.4759 -0.25 -0.21 0.13 0.069
C -4.3380 4.5448 1.2796 -0.16 0.62 0.28 -0.095
O -3.0245 4.0923 1.0320 0.19 0.32 -0.39 -0.218
C -2.1666 4.2978 2.1384 -0.03 -1.50 0.80 -0.196
C -0.8219 3.6289 1.9201 1.26 -0.51 -0.45 -0.414
C 0.0196 3.4773 3.1999 -0.75 0.84 0.19 -0.042
N 0.0038 4.2378 0.8635 0.35 0.79 -0.16 0.043
H -5.0731 4.2750 0.5217 0.58 -0.39 -0.41 0.085
H -4.3224 5.6388 1.2976 -0.21 0.05 0.35 0.092
H -4.7239 4.1323 2.2162 0.11 0.16 0.17 0.090
H -1.9961 5.3287 2.4673 -0.29 0.30 -0.48 0.139
H -2.6312 3.7683 2.9807 -0.01 0.17 0.20 0.125
H -0.8520 2.5962 1.5645 -1.32 -0.05 0.02 0.115
H 0.5170 4.4228 3.4301 0.33 -0.14 -0.04 0.081
H 0.7161 2.6480 3.1181 0.24 0.21 -0.09 0.073
H -0.6208 3.2890 4.0645 -0.07 -0.19 -0.09 0.078
H -0.5478 4.6126 0.1001 -0.29 -0.44 -0.18 0.077
H 0.5431 5.0476 1.1657 -0.05 -0.23 0.41 0.092
C -0.2986 5.0756 -3.3474 0.07 0.29 0.21 -0.113
O -0.7997 3.8797 -2.8157 0.41 -0.36 0.72 -0.192
C -2.1814 3.7188 -2.9416 -0.84 -0.19 -1.45 -0.232
C -2.6348 2.3350 -2.4550 0.94 0.14 0.84 -0.421
C -4.1306 2.1528 -2.5947 0.32 0.13 -0.96 -0.053
N -2.2083 2.0877 -1.0591 -0.22 0.39 -0.23 0.062
H -0.7545 5.9366 -2.8414 -0.17 0.07 -0.29 0.088
H -0.4380 5.1214 -4.4313 -0.20 0.14 -0.02 0.090
H 0.7708 5.1466 -3.1470 -0.01 -0.33 0.04 0.085
H -2.7807 4.5306 -2.5004 0.29 -0.01 0.58 0.129
H -2.4348 3.8007 -4.0133 -0.03 -0.12 -0.05 0.125
H -2.0812 1.5799 -3.0242 -0.26 0.12 -0.31 0.140
H -4.3980 1.1063 -2.4661 -0.14 0.18 0.50 0.053
H -4.4230 2.3809 -3.6252 -0.06 0.18 0.05 0.081
H -4.6518 2.8497 -1.9380 -0.19 -0.30 0.17 0.077
H -2.4921 2.8929 -0.4827 0.18 -0.57 -0.15 0.043
H -1.1921 2.0801 -1.0858 -0.01 0.10 0.26 0.051
C 4.3686 3.1149 -2.3301 0.30 0.38 0.56 -0.171
O 4.7533 2.3642 -1.1869 -0.08 -0.13 -0.17 -0.135
H 5.2066 3.1265 -3.0240 -0.02 -0.25 -0.08 0.073
H 3.4702 2.7299 -2.8131 -0.02 -0.07 -0.04 0.070
H 4.2121 4.1566 -2.0332 -0.24 0.08 -0.16 0.072
H 4.0070 2.3753 -0.5728 -0.13 -0.02 -0.06 0.037
C 1.4624 0.9176 0.3835 -0.69 1.00 -0.89 -0.131
O 1.9374 2.2321 0.0633 0.06 -0.36 0.48 -0.158
H 2.3017 0.2427 0.5184 -0.10 -0.08 0.19 0.079
H 0.7732 0.9867 1.2298 0.39 -0.41 0.38 0.062
H 0.8272 0.6114 -0.4554 0.20 -0.55 0.01 0.062
H 1.2169 2.8329 0.3405 0.34 0.48 -0.29 0.018

Entry 3:
76
Properties=species:S:1:pos:R:3:forces:R:3:lowdin_charge:R:1 method="wB97M-V/def2-TZVPD" de_lowest_kj_mol=1904.7 homo_ha=-0.291 total_charge=0 lumo_ev=-1.8 e_tot_ev=-51860.1250 homo_lumo_gap_ev=6.15
C 1.9100 2.1485 -3.8893 -0.07 -0.21 -2.75 0.023
N 1.5778 2.9831 -2.7425 -0.77 3.26 0.56 -0.373
O 2.4925 3.6312 -2.2092 -2.52 1.87 -2.31 0.004
O 0.3552 3.1103 -2.4610 2.60 -0.34 -0.37 0.043
H 2.4429 2.7033 -4.6615 -0.13 0.73 0.34 0.113
H 0.9795 1.8325 -4.3608 0.01 -0.17 0.33 0.116
H 2.5881 1.3175 -3.6951 -0.58 1.00 -0.32 0.079
C 0.1321 -2.3657 3.3597 -0.62 -0.55 -0.81 0.112
N -0.3474 -1.5398 2.1906 1.32 -2.28 2.52 -0.243
O -1.0365 -2.0884 1.2852 0.89 -5.20 4.90 0.111
O 0.0262 -0.3762 2.2248 -0.93 -4.09 2.83 -0.107
H -0.2081 -1.8927 4.2809 -0.04 -0.04 -0.22 0.120
H 1.2189 -2.4064 3.2866 -0.57 0.23 0.53 0.072
H -0.2740 -3.3615 3.1815 0.01 0.10 0.32 0.116
C 1.6342 1.0589 2.4802 2.60 0.09 0.38 0.047
N 0.7150 2.0589 1.9594 2.91 -1.23 0.24 -0.424
O 1.0438 2.6138 0.9774 -0.04 2.91 -1.85 0.093
O -0.2976 2.2324 2.4949 -1.93 0.03 4.18 0.095
H 1.2469 0.6469 3.4120 0.63 0.42 -0.30 0.124
H 2.6403 1.4741 2.5399 -0.21 0.58 0.38 0.125
H 1.7478 0.3432 1.6660 0.11 0.21 0.36 0.078
C 2.2987 -2.1744 1.0670 0.58 -0.84 0.69 0.073
N 1.7338 -3.1073 0.0339 0.32 1.00 5.36 -0.437
O 0.9790 -3.9517 0.4089 -1.60 -1.84 1.31 0.089
O 2.0300 -2.9306 -1.0587 2.67 4.03 -1.53 -0.004
H 2.1468 -2.5155 2.0911 0.25 -0.70 -0.82 0.060
H 1.7064 -1.2629 0.9868 1.12 -0.03 -0.85 0.060
H 3.3712 -2.2459 0.8865 -0.09 1.06 -0.16 0.122
C 1.4149 -4.4205 -2.4313 -0.12 -1.53 -1.50 -0.136
O 0.0592 -4.0416 -2.5369 -0.99 0.32 -0.56 -0.135
C -0.2724 -2.7588 -1.9646 0.92 -1.09 -0.28 -0.209
C -1.6368 -2.2222 -2.2233 -0.40 -0.32 -1.48 -0.143
O -1.8674 -1.6850 -3.5634 1.07 -0.58 0.39 -0.182
C -1.5076 -2.5176 -4.7015 -0.18 0.53 0.66 -0.088
H 1.6622 -5.2254 -3.1234 -0.71 -0.17 -0.40 0.092
H 1.5779 -4.7985 -1.4221 0.32 -0.55 -0.58 0.077
H 2.0773 -3.5777 -2.6291 -0.16 -1.06 -1.24 0.088
H 0.4302 -2.0191 -2.3485 -0.01 -0.55 0.04 0.097
H -0.1505 -2.8595 -0.8861 -0.61 0.36 -0.38 0.090
H -1.7098 -1.3950 -1.5172 -0.36 0.09 -0.43 0.106
H -2.4276 -2.9352 -1.9901 -0.05 -0.23 0.02 0.136
H -1.9049 -1.9531 -5.5451 -0.62 -0.57 -0.02 0.084
H -1.8241 -3.5493 -4.5480 -0.67 0.10 -0.30 0.086
H -0.4621 -2.6404 -4.9840 0.61 0.47 0.85 0.073
C -2.0528 0.5586 1.2407 -9.93 3.33 5.61 -0.141
O -3.0729 1.5300 1.7348 0.35 -1.32 0.31 -0.102
C -2.6170 2.8537 1.7182 -0.40 1.62 0.47 -0.220
C -3.4017 3.7730 2.7430 -0.01 -2.49 0.34 -0.122
O -3.3508 3.0952 4.0632 -0.86 0.58 -0.29 -0.201
C -4.0368 3.7534 5.1465 0.88 0.81 -0.12 -0.126
H -1.1490 0.5392 1.8497 -3.36 1.41 3.28 0.064
H -1.7690 0.6426 0.1916 -5.85 4.18 2.62 0.044
H -2.4624 -0.4476 1.3291 -1.71 0.64 0.72 0.141
H -2.7312 3.2738 0.7189 -0.49 0.35 -0.33 0.121
H -1.5468 2.9362 1.9082 -1.77 0.38 -0.28 0.059
H -4.4389 3.7871 2.4082 -0.21 0.26 0.19 0.109
H -2.9891 4.7814 2.7726 0.13 0.02 0.09 0.114
H -3.4006 4.5861 5.4464 -0.14 0.44 0.08 0.075
H -4.1785 3.1945 6.0715 0.67 -1.05 -0.41 0.073
H -5.0526 4.1304 5.0270 -0.11 0.07 -1.14 0.076
C -0.7056 -0.1602 0.2905 6.50 2.54 -7.90 -0.352
O 0.4942 -0.4858 -0.3152 2.81 -1.35 -2.10 -0.137
C 0.6916 0.1335 -1.6076 1.00 -0.17 -0.30 -0.108
C 2.1807 0.2631 -1.9755 1.23 -0.13 1.68 -0.156
O 2.7215 1.5788 -1.8385 1.46 -4.04 1.99 -0.316
C 2.9749 1.9459 -0.4734 -0.84 -0.47 -1.40 -0.039
H -0.6554 0.7252 0.9244 4.78 0.05 -4.39 0.057
H -1.0827 -0.9552 0.9339 -0.72 3.29 -5.08 -0.067
H -1.3920 0.1360 -0.5027 2.21 -2.31 -3.54 0.132
H 0.2008 1.1016 -1.7072 0.01 0.05 0.54 0.123
H 0.3104 -0.4610 -2.4379 -0.62 0.10 0.41 0.102
H 2.4354 -0.0315 -2.9936 -0.64 -0.47 0.20 0.113
H 2.8340 -0.3607 -1.3654 -0.42 -0.59 0.26 0.121
H 2.0313 1.7203 0.0235 1.56 -0.59 -0.06 0.041
H 3.0066 3.0331 -0.5460 0.50 -0.27 0.72 0.091
H 3.8927 1.4921 -0.0995 0.01 -0.08 0.10 0.107

Entry 4:
17
Properties=species:S:1:pos:R:3:forces:R:3:lowdin_charge:R:1 method="wB97M-V/def2-TZVPD" de_lowest_kj_mol=206.3 homo_ha=-0.314 total_charge=0 smiles=N[C@]12CCN[C@H]1[C@@H]2Cl lumo_ev=1.0 e_tot_ev=-20831.7170 homo_lumo_gap_ev=9.53
N 0.4397 1.9484 0.3969 0.72 1.06 3.64 0.040
C -0.2143 0.7265 0.0918 0.61 -0.64 -0.43 -0.522
C -1.4865 0.8027 -0.7386 1.34 0.40 -1.63 -0.135
C -2.1707 -0.4897 -0.5315 -2.15 -0.21 1.36 -0.223
N -1.6711 -0.9714 0.8054 -0.97 -0.63 -1.23 -0.009
C -0.2796 -0.5292 0.9275 -1.10 -1.44 0.29 -0.238
C 0.5476 -0.5196 -0.3148 0.70 0.29 -0.97 -0.599
Cl 2.3027 -0.4782 -0.2551 0.36 0.05 0.57 0.624
H 1.3991 1.7264 0.9194 -2.74 0.69 -1.43 0.103
H -0.2239 2.4284 1.1623 2.16 -1.15 -2.06 0.141
H -1.2628 0.9800 -1.8230 0.18 -0.26 0.83 0.141
H -2.1266 1.6054 -0.5173 -0.63 1.26 0.98 0.094
H -2.0601 -1.1636 -1.3523 0.75 -0.83 -0.44 0.094
H -3.2896 -0.3251 -0.5452 1.00 -0.24 0.56 0.128
H -1.9100 -1.9723 0.8486 0.88 0.52 0.33 0.113
H 0.2267 -0.8758 1.8536 -0.42 1.07 -0.50 0.155
H 0.3424 -1.0577 -1.2310 -0.69 0.05 0.14 0.094

Entry 5:
15
Properties=species:S:1:pos:R:3:forces:R:3:lowdin_charge:R:1 method="wB97M-V/def2-TZVPD" de_lowest_kj_mol=410.1 homo_ha=-0.313 total_charge=0 smiles="C=[S@@]1(=O)CCCO1" lumo_ev=0.7 e_tot_ev=-19204.1479 homo_lumo_gap_ev=9.24
C 2.1397 -0.7371 -1.2390 -1.48 0.83 1.00 -0.236
S 0.5558 -0.2822 -1.2784 1.83 0.68 0.51 0.781
O -0.0958 -0.5323 -2.5276 -0.75 -0.43 -0.15 -0.318
C -0.1527 -0.9591 0.2845 -2.74 0.49 -3.10 -0.210
C -1.2402 0.0085 0.6515 -1.82 2.80 1.86 -0.198
C -0.5854 1.3885 0.2869 0.33 1.27 1.10 -0.265
O 0.1551 1.3439 -0.9181 -0.25 -1.95 -0.85 -0.282
H 2.5992 -0.6278 -2.1905 0.44 0.09 -0.59 0.003
H 2.6268 -0.3417 -0.3418 0.08 -0.36 -0.29 0.023
H 0.6605 -0.9896 0.9010 1.97 -0.04 1.92 0.067
H -0.4249 -1.9387 -0.0565 -0.29 -0.63 0.20 0.104
H -1.6159 0.1298 1.7352 1.65 -0.65 -0.96 0.136
H -2.3196 0.0640 0.2943 1.68 -1.14 -1.06 0.132
H -1.3716 2.1848 0.1954 0.84 -0.64 0.14 0.132
H 0.2447 1.7098 0.9851 -1.48 -0.33 0.27 0.132

Entry 6:
43
Properties=species:S:1:pos:R:3:forces:R:3:lowdin_charge:R:1 method="wB97M-V/def2-TZVPD" de_lowest_kj_mol=105.8 homo_ha="-0.260 / -0.261" total_charge=0 spin_multiplicity=2 s2=0.80 lumo_ev="-1.7 / -1.7" e_tot_ev=-161294.1584 homo_lumo_gap_ev="5.32 / 5.45"
Ru 0.5679 0.5540 -0.4253 1.41 1.45 -1.09 0.540
S -4.7412 -0.2802 4.7941 0.17 0.05 -0.18 1.034
N -3.3009 -0.9950 4.6182 -0.16 -0.02 0.18 -0.209
C -2.7205 -0.4446 3.5713 -0.32 0.30 -0.05 -0.300
C -1.4090 -0.7717 3.0693 0.20 0.38 -0.53 -0.075
C -0.5620 -1.7017 3.6562 0.15 -0.16 0.05 0.022
C 0.6808 -1.9227 3.0969 -0.21 0.10 0.08 -0.011
C 1.0309 -1.2306 1.9471 0.15 -0.06 0.04 -0.127
N 0.2318 -0.3420 1.3691 -0.66 -0.26 0.29 -0.117
C -0.9802 -0.0825 1.9169 0.58 -0.94 0.76 -0.136
C -1.7953 0.9034 1.2708 -0.91 0.90 -0.38 -0.128
N -1.3018 1.4911 0.1495 0.49 -1.57 0.12 -0.008
C -2.0352 2.3915 -0.4873 0.04 0.29 -0.30 -0.101
C -3.2878 2.7940 -0.0424 -0.02 -0.12 0.23 -0.014
C -3.8051 2.2257 1.1031 -0.07 0.14 -0.09 0.023
C -3.0630 1.2603 1.7729 0.62 -0.12 -0.27 -0.075
C -3.5206 0.5649 2.9498 0.12 -0.33 0.28 -0.301
N -4.6798 0.7512 3.5481 -0.17 -0.06 0.17 -0.209
H -0.8915 -2.2393 4.5351 0.01 0.03 0.02 0.125
H 1.3770 -2.6235 3.5331 0.00 -0.03 -0.04 0.117
H 1.9832 -1.3983 1.4627 -0.01 0.01 -0.03 0.093
H -1.6048 2.8110 -1.3866 0.08 -0.05 0.03 0.083
H -3.8399 3.5360 -0.5998 0.02 0.01 -0.01 0.117
H -4.7748 2.5102 1.4895 -0.01 -0.02 -0.01 0.125
S 5.4787 5.6721 -1.9790 -0.14 -0.08 -0.02 0.534
C 4.3987 4.4762 -1.6831 0.12 0.09 0.12 -1.505
S 4.5984 3.3236 -0.3947 -0.03 0.10 -0.31 0.887
C 3.1522 2.3969 -0.7091 0.02 0.23 -0.61 -1.167
C 2.3609 2.8325 -1.7292 0.61 -0.07 0.27 -1.153
S 0.9344 2.0305 -2.2405 -0.38 -0.36 0.49 0.542
S 2.9208 4.2566 -2.5770 0.20 -0.12 0.14 0.894
S 2.8390 0.9716 0.1945 -1.62 -0.23 0.04 0.585
Se -0.4172 -1.3704 -1.5583 -0.56 -0.09 0.66 0.654
C 0.7748 -2.4343 -2.6231 0.22 0.66 -0.12 -0.633
C 1.0442 -3.7485 -2.2681 -0.04 0.05 0.04 -0.127
C 1.8874 -4.4878 -3.0855 -0.06 0.06 -0.01 -0.156
N 2.4446 -4.0067 -4.1910 0.15 -0.18 -0.11 0.050
C 2.1685 -2.7522 -4.5298 -0.08 0.11 0.06 -0.148
C 1.3410 -1.9238 -3.7847 0.07 -0.13 0.02 -0.112
H 0.6076 -4.1830 -1.3788 0.03 -0.01 0.01 0.090
H 2.1318 -5.5161 -2.8401 -0.04 0.01 0.04 0.103
H 2.6344 -2.3914 -5.4408 -0.02 0.03 0.02 0.105
H 1.1417 -0.9070 -4.0942 0.05 0.02 0.00 0.089